[1]
This record from OMol25 describes a structure of composition C19H27BeN4SSb2. The level of theory is ωB97M-V/def2-TZVPD.

Geometry as XYZ:
```
54
Properties=species:S:1:pos:R:3:forces:R:3
Be -1.73327 -0.65836 -0.27458 -0.263 -0.622 0.349
N -4.46237 -2.02559 2.26991 2.257 -2.891 -0.965
C -3.69010 -1.54624 1.26413 -1.297 -0.717 1.078
S -2.40299 -2.54141 0.60146 -0.383 1.149 -0.306
N -4.06786 -0.31880 0.90947 0.286 -0.010 -0.571
N -3.28107 0.08161 -0.08785 0.830 1.637 -0.226
C -3.37214 1.20373 -0.73223 0.551 -0.532 -0.837
C -2.27495 1.35995 -1.73031 1.124 -2.209 0.068
C -2.07876 2.30443 -2.70698 -1.266 1.247 1.295
C -0.95600 2.35081 -3.52278 -0.461 0.709 -0.812
C -0.08338 1.31090 -3.46017 -0.247 -0.426 1.301
C -0.29066 0.37231 -2.44522 -0.386 0.041 -0.746
N -1.34625 0.31788 -1.63149 0.296 1.147 -0.312
H -4.41101 -3.04469 2.49056 -0.152 1.682 -0.065
H -5.11628 -1.43156 2.67774 -1.330 0.853 0.634
H -4.14443 1.95632 -0.67393 -0.266 -0.140 0.379
H -2.82448 3.09305 -2.64971 0.241 0.188 -0.592
H -0.78056 3.18958 -4.21288 -0.315 -0.459 0.359
H 0.80686 1.23094 -4.03660 0.398 0.053 -0.398
H 0.47728 -0.35683 -2.37971 0.178 -0.824 0.502
C -1.75200 1.88505 2.76233 -1.822 -1.631 0.040
Sb -0.61966 0.24963 1.88462 0.878 0.877 0.686
C -0.36061 -0.91167 3.72310 1.256 -0.092 -1.376
C 1.37373 1.27695 1.72167 -1.759 -1.050 0.897
C 1.73340 1.38189 0.29838 0.484 2.710 0.190
C 1.56606 2.71080 -0.32479 0.469 -0.796 1.961
C 2.10381 2.93654 -1.56247 1.400 0.669 -0.730
C 2.85396 1.90695 -2.18495 -0.530 -0.122 0.113
C 3.01673 0.67402 -1.54944 0.333 0.929 -3.029
C 2.47303 0.39440 -0.32428 0.237 -0.667 -0.044
C 2.78589 -0.98674 0.16036 -2.093 0.774 1.788
Sb 1.24933 -2.35391 -0.54308 0.379 -0.579 0.855
C 2.58106 -3.20231 -1.94888 0.371 -2.482 0.598
C 1.45947 -3.77250 1.09978 -0.609 -0.821 -0.024
H -1.44101 2.02615 3.80090 0.136 0.332 -0.338
H -2.83014 1.49178 2.79909 1.414 0.437 0.013
H -1.81561 2.77180 2.14824 0.449 0.303 0.036
H -1.09060 -0.53186 4.39235 -0.861 -0.109 0.625
H 0.63973 -0.76387 4.18365 -0.567 -0.027 -0.543
H -0.48114 -1.95503 3.39967 -0.200 0.295 0.586
H 2.02536 0.75762 2.43566 0.125 -0.062 -0.643
H 1.11053 2.21203 2.18469 0.095 0.577 -0.052
H 1.27633 3.61776 0.32381 -0.004 -1.770 -1.076
H 2.19927 3.98041 -1.95778 -0.502 -1.113 0.228
H 3.28493 2.05297 -3.18155 -0.049 0.076 0.479
H 3.54230 -0.09836 -2.15269 -0.170 0.468 0.818
H 2.77692 -1.04983 1.25973 0.174 -0.057 -0.313
H 3.69906 -1.33065 -0.22497 1.239 -0.437 -0.397
H 3.57856 -3.53981 -1.48312 -1.565 0.685 -0.756
H 2.69860 -2.51891 -2.75223 0.433 0.623 -0.731
H 2.05333 -4.10739 -2.36878 0.724 0.805 0.358
H 0.76284 -4.64979 1.01646 0.419 0.962 -0.109
H 1.14076 -3.18659 1.96186 -0.034 -0.095 0.176
H 2.43819 -4.21552 1.33382 -0.045 0.512 -0.428
```
Positions in Å, forces in eV/Å.

Its charge is +1. The spin multiplicity is 1. For the HOMO energy, the calculation gives -10.87 eV. For the gap between HOMO and LUMO, the calculation gives 0.257 Eh.

Atom charges from the Löwdin analysis, given in e for atoms 1 to 6:
1. Be -0.12
2. N 0.10
3. C -0.82
4. S 0.64
5. N 0.02
6. N -0.15


[2]
This record from OMol25 describes a structure of composition C3H3FN2. The level of theory is ωB97M-V/def2-TZVPD.

Geometry as XYZ:
```
9
Properties=species:S:1:pos:R:3:forces:R:3
C -0.80942 0.36283 0.49311 -1.326 2.978 -1.187
C 1.34810 -0.45692 0.05042 -0.213 1.913 -1.468
C -1.95114 0.75513 0.24307 -1.212 -2.072 -0.877
N 0.86694 -1.36072 -0.64936 -2.747 -4.992 -1.973
N 0.52305 0.63805 0.40570 2.319 -0.099 1.595
F -3.19556 0.62432 -0.28200 2.376 0.606 1.503
H -0.33923 -1.76600 -0.97332 4.782 2.796 1.974
H 2.52070 -0.31300 0.08428 -2.469 -0.227 0.332
H 1.03657 1.51630 0.62810 -1.512 -0.905 0.101
```
Positions in Å, forces in eV/Å.

Its charge is 0. The spin multiplicity is 1. For the HOMO energy, the calculation gives -8.79 eV. For the gap between HOMO and LUMO, the calculation gives 0.334 Eh.

Atom charges from the Löwdin analysis, given in e for atoms 1 to 6:
1. C -0.12
2. C -0.37
3. C -0.03
4. N 0.00
5. N -0.04
6. F 0.04


[3]
This record from OMol25 describes the molecule CH2N2OS2. The level of theory is ωB97M-V/def2-TZVPD.

Geometry as XYZ:
```
8
Properties=species:S:1:pos:R:3:forces:R:3
C -0.27830 0.00915 0.15197 0.715 -1.728 -3.629
N 0.59240 -0.48771 -0.76133 -0.825 1.016 2.808
N -1.57721 0.03324 -0.23629 0.393 0.534 1.205
O 2.91812 0.33356 -0.33437 0.265 0.154 0.789
S 0.56241 0.42833 1.62873 -1.382 0.776 0.550
S 1.91552 -0.51230 0.29426 1.148 -0.813 -2.292
H -1.85886 0.09845 -1.20205 0.462 -0.318 0.079
H -2.27408 0.09728 0.45907 -0.776 0.378 0.491
```
Positions in Å, forces in eV/Å.

Its charge is 0. The spin multiplicity is 1. Its structure (SMILES) is N[C@@]12N=[S@]1(=O)S2. For the HOMO energy, the calculation gives -9.51 eV. For the gap between HOMO and LUMO, the calculation gives 0.346 Eh.

Atom charges from the Löwdin analysis, given in e for atoms 1 to 6:
1. C -0.88
2. N -0.22
3. N 0.11
4. O -0.51
5. S 0.68
6. S 0.63


[4]
This record from OMol25 describes a cluster of 6 separate species, H11O5S in total. The level of theory is ωB97M-V/def2-TZVPD.

Geometry as XYZ:
```
17
Properties=species:S:1:pos:R:3:forces:R:3
S -0.86208 -0.50207 -2.89441 -1.580 0.631 0.341
H -0.07924 -1.11978 -3.70698 1.079 -0.829 -1.099
H -0.07828 1.43150 2.42637 -0.184 1.136 0.725
H 0.68557 2.76662 2.38566 -0.043 0.074 0.081
O 0.03180 2.29329 2.91038 0.079 -1.216 -0.796
H -0.87081 -0.41921 0.77252 -0.743 0.212 1.369
H -2.27030 0.06804 0.70642 -0.026 0.156 0.775
O -1.62216 -0.18271 1.39132 0.932 -0.290 -2.027
H 0.30262 -0.70497 -1.22950 0.410 -0.007 0.260
H 1.60313 -0.01123 -0.67744 -0.999 -1.008 0.358
O 0.85800 -0.62041 -0.42709 1.127 1.324 -0.248
H 1.22059 -2.04783 0.60639 -0.103 -0.728 -0.175
H 1.07804 -3.50575 0.14946 -0.393 -1.568 -2.578
O 1.20073 -2.98154 0.88328 0.535 1.873 2.891
H 0.21484 1.81894 -0.64105 -2.395 1.749 -0.069
H -0.72974 1.49082 -1.67894 -0.761 1.955 1.082
O -0.68271 2.22629 -0.97639 3.065 -3.464 -0.890
```
Positions in Å, forces in eV/Å.

Its charge is 0. The spin multiplicity is 2. The expectation value of S² is 0.753. For the HOMO energy (alpha / beta), the calculation gives -10.92 / -10.92 eV. For the gap between HOMO and LUMO (alpha / beta), the calculation gives 0.391 / 0.240 Eh.

Atom charges from the Löwdin analysis, given in e for atoms 1 to 6:
1. S 0.67
2. H -0.25
3. H 0.03
4. H 0.02
5. O -0.08
6. H 0.02


[5]
This record from OMol25 describes the molecule C4H5NO. The level of theory is ωB97M-V/def2-TZVPD.

Geometry as XYZ:
```
11
Properties=species:S:1:pos:R:3:forces:R:3
C -2.28477 0.09897 0.18297 0.313 -0.144 0.479
C -1.05544 -0.31370 -0.44659 0.599 -0.158 -1.097
C 0.12678 -0.46676 -0.65085 -0.404 -0.046 0.290
C 1.43090 -0.53091 0.00734 0.153 -0.106 -0.034
O 1.64873 -1.34786 0.88264 0.176 0.196 -0.333
N 2.32604 0.42632 -0.36657 0.123 -0.090 0.037
H -3.10285 -0.60495 0.31371 0.134 -0.259 -0.539
H -2.66167 1.06850 -0.18979 0.356 -0.379 0.655
H -1.72423 0.04879 1.14189 -1.310 1.175 0.505
H 3.19952 0.45458 0.13503 -0.095 0.055 -0.048
H 2.09699 1.16702 -1.00977 -0.045 -0.244 0.084
```
Positions in Å, forces in eV/Å.

Its charge is 0. The spin multiplicity is 1. Its structure (SMILES) is CC#CC(N)=O. For the HOMO energy, the calculation gives -9.72 eV. For the gap between HOMO and LUMO, the calculation gives 0.388 Eh.

Atom charges from the Löwdin analysis, given in e for atoms 1 to 6:
1. C -0.07
2. C -0.08
3. C 0.04
4. C -0.58
5. O 0.05
6. N 0.15


[6]
This record from OMol25 describes a structure of composition C30H51CaN2O2P2. The level of theory is ωB97M-V/def2-TZVPD.

Geometry as XYZ:
```
88
Properties=species:S:1:pos:R:3:forces:R:3
C -1.16898 -2.29036 -0.98051 1.093 -0.702 0.712
C 1.03275 -1.50762 -0.97471 0.761 -0.053 -1.097
C -0.75324 -3.42712 -1.67912 -1.228 -0.163 -0.085
C 1.54436 -2.72332 -1.57446 -2.139 1.061 -0.052
C 0.56941 -3.66598 -1.97190 1.785 0.631 0.322
H -1.53544 -4.13728 -1.95548 0.332 0.191 -0.224
H 2.57452 -2.80146 -1.93303 -0.398 0.121 0.316
H 0.92182 -4.50518 -2.57912 -0.458 0.050 0.388
N -0.25480 -1.42163 -0.48761 0.593 0.055 -1.517
P -2.94152 -1.08336 0.81598 -0.313 -0.187 -0.102
P 2.81776 0.74820 0.15209 -0.196 0.935 1.154
C -2.64531 -2.10380 -0.69643 -0.050 -0.440 -0.395
H -3.17370 -1.67847 -1.58495 0.731 -0.186 0.727
H -3.07258 -3.11972 -0.60823 0.106 0.552 0.146
C 0.20385 2.46978 2.54558 1.415 4.224 1.275
O 0.47101 3.50495 2.98192 -0.942 -3.577 -1.555
C 1.89502 -0.23291 -1.26544 -0.259 -0.952 3.049
H 2.71239 -0.66739 -1.86552 -0.887 0.512 -0.006
C 4.19617 1.45756 -0.99423 0.696 -0.528 0.102
C 3.46062 0.27822 2.03920 0.733 -0.869 -1.533
C -4.26635 0.17942 0.25669 0.119 -0.620 0.222
C -3.56977 -2.40857 2.04510 0.068 0.427 -0.264
C 3.86346 2.95988 -1.09156 0.287 0.019 -0.053
H 4.01962 3.47310 -0.12728 -0.207 -0.207 -0.324
H 4.56195 3.40072 -1.83023 -0.409 0.033 0.299
H 2.81534 3.10361 -1.42150 0.811 -0.007 0.292
C 5.60232 1.22373 -0.42887 0.452 0.437 -0.183
H 5.75096 1.63490 0.57870 -0.004 -0.138 -0.399
H 5.85682 0.15360 -0.41305 -0.078 0.422 -0.126
H 6.32489 1.73341 -1.09535 -0.189 -0.209 0.277
C 4.22102 0.88505 -2.44454 -0.362 -0.117 -0.290
H 4.51946 1.69169 -3.15607 -0.035 -0.594 0.564
H 4.92338 0.02037 -2.59936 -0.663 0.710 0.395
H 3.19413 0.56905 -2.72063 1.531 0.557 -0.296
C 3.95133 1.61438 2.63140 -0.112 -0.016 0.013
H 3.11928 2.33474 2.70561 0.318 -0.180 -0.209
H 4.31609 1.46457 3.66409 -0.074 -0.153 -0.338
H 4.77346 2.07862 2.06408 -0.489 -0.212 0.263
C 2.34017 -0.27092 2.95303 0.021 0.047 0.124
H 1.66842 0.55623 3.31975 0.384 -0.797 -0.420
H 1.78146 -1.11726 2.47757 0.219 0.477 0.281
H 2.82040 -0.70766 3.87363 -0.498 0.409 -0.808
C 4.55201 -0.77902 1.90730 0.395 -0.494 0.911
H 5.44158 -0.42696 1.37713 -0.420 -0.098 0.137
H 4.89764 -1.10318 2.90397 0.029 0.029 -0.088
H 4.16813 -1.68352 1.41191 0.113 0.285 0.030
C -4.04906 -1.68793 3.32686 -0.036 -0.279 -0.184
H -4.33977 -2.46689 4.05546 0.099 0.457 -0.142
H -3.25512 -1.06044 3.76784 -0.320 -0.331 -0.120
H -4.92684 -1.05383 3.12183 0.362 -0.254 0.226
C -2.37147 -3.32749 2.38248 0.062 0.020 0.049
H -2.00123 -3.88875 1.50837 -0.141 0.254 0.226
H -1.52095 -2.78977 2.83303 -0.225 -0.014 -0.166
H -2.69500 -4.07158 3.13071 0.051 0.241 -0.266
C -4.68989 -3.28982 1.48002 -0.187 -0.072 0.352
H -4.94270 -4.03876 2.24566 0.021 0.091 -0.229
H -5.59461 -2.71440 1.27629 0.156 -0.224 0.024
H -4.39611 -3.83264 0.57318 -0.099 0.127 0.277
C -4.08061 0.51792 -1.22308 0.032 0.193 -0.329
H -4.37833 -0.29342 -1.89629 0.003 0.145 0.202
H -4.72290 1.36742 -1.48433 0.019 -0.058 0.180
H -3.06176 0.82010 -1.47977 -0.034 -0.136 0.146
C -4.05895 1.45732 1.08039 -0.104 0.016 -0.078
H -3.08618 1.92718 0.89265 -0.033 -0.096 -0.126
H -4.83087 2.17911 0.78967 0.120 -0.009 0.142
H -4.14140 1.28305 2.15380 -0.114 -0.062 0.072
C -5.68307 -0.35636 0.44560 -0.396 0.397 -0.095
H -5.87431 -1.24789 -0.16725 0.075 0.262 0.195
H -5.91423 -0.56510 1.49441 -0.016 -0.032 -0.260
H -6.38279 0.42745 0.11627 0.069 -0.222 0.050
Ca -0.33575 0.17184 1.33047 0.484 0.142 -0.823
N 0.31761 1.52750 -0.31908 0.144 -0.512 -2.989
C 0.87085 1.23917 -1.40972 -1.374 -0.845 0.669
C 0.58067 1.86310 -2.85512 0.352 0.792 2.990
C 1.55563 1.58597 -3.97334 -0.516 0.393 0.104
C -0.81535 1.39083 -3.16433 -0.164 -0.299 0.042
C 0.49851 3.37978 -2.52283 0.157 0.338 -0.145
H 2.48063 2.13762 -3.83644 -0.032 -0.024 -0.115
H 1.76409 0.52467 -4.07296 -0.037 -0.133 -0.242
H 1.05393 1.96683 -4.86343 0.250 -0.188 -0.307
H -1.48836 1.62272 -2.33973 0.077 0.286 -0.165
H -1.14733 1.84045 -4.08807 -0.338 0.138 -0.311
H -0.82808 0.31715 -3.27189 -0.057 -0.584 -0.229
H -0.01356 3.87913 -3.36139 0.071 0.079 0.407
H -0.01483 3.54320 -1.54799 0.039 -0.169 -0.955
H 1.49329 3.85132 -2.40207 -0.510 -0.300 -0.346
O -1.92624 1.32106 4.52153 1.262 -1.571 -3.536
C -1.54890 0.87004 3.52707 -1.751 1.355 4.171
```
Positions in Å, forces in eV/Å.

Its charge is +1. The spin multiplicity is 1. For the HOMO energy, the calculation gives -8.79 eV. For the gap between HOMO and LUMO, the calculation gives 0.196 Eh.

Atom charges from the Löwdin analysis, given in e for atoms 1 to 6:
1. C -0.33
2. C -0.24
3. C -0.05
4. C -0.01
5. C -0.04
6. H 0.12


Per-record ΔE to the lowest compared entry with this formula, charge and spin, kcal per mole: 2.8; 136.0; 2.1; 28.9; 48.0; 98.7